{"formula": "C30H45BrN2P2Ru", "method": "ωB97M-V/def2-TZVPD", "species": ["N", "C", "C", "C", "C", "C", "C", "Ru", "P", "C", "C", "C", "C", "C", "C", "C", "Br", "H", "H", "H", "H", "H", "H", "H", "H", "H", "H", "P", "C", "C", "H", "H", "H", "H", "H", "C", "C", "H", "H", "H", "H", "H", "C", "C", "H", "H", "H", "H", "H", "C", "C", "H", "H", "H", "H", "H", "C", "C", "H", "H", "H", "H", "H", "C", "C", "H", "H", "H", "H", "H", "C", "C", "C", "N", "C", "C", "H", "H", "H", "H", "H"], "xyz": [[-2.174802, -7.764120, 5.442993], [-2.865144, -6.638750, 5.614146], [-2.564148, -5.465934, 4.908304], [-1.450617, -5.412738, 4.029736], [-0.754228, -6.630299, 3.868737], [-1.145284, -7.768775, 4.600830], [-1.062819, -4.195868, 3.329496], [-0.050044, -0.881945, 0.576174], [0.011174, -0.433310, -2.843360], [-0.044751, -4.025287, 2.430789], [-0.339057, -3.456078, 1.138436], [-0.131161, -4.138854, -0.072949], [-1.051006, -4.017547, -1.141043], [-2.167445, -3.158664, -1.012144], [-2.250540, -2.244429, 0.034470], [-1.310565, -2.330441, 1.145843], [-3.630892, -3.147206, -2.107492], [-1.702559, -3.341392, 3.537619], [0.891226, -4.593774, 2.606649], [-3.218860, -4.612755, 5.034772], [0.063037, -6.705090, 3.166397], [-3.711459, -6.679988, 6.309751], [-0.622643, -8.716960, 4.470191], [0.711226, -4.841070, -0.178372], [-1.546947, -1.849093, 2.087845], [-0.884053, -4.540099, -2.073432], [-2.965111, -1.429696, -0.020892], [2.040673, -0.885613, 0.094352], [-1.616035, -0.251960, -3.805662], [-1.888715, -0.402932, -5.304857], [-2.027943, 0.718609, -3.484328], [-2.241681, -1.043352, -3.341698], [-2.983272, -0.459510, -5.416634], [-1.541897, 0.438818, -5.914309], [-1.530121, -1.344428, -5.729646], [0.946524, -1.551986, -4.120483], [1.550445, -1.303519, -5.501658], [0.232278, -2.387887, -4.225066], [1.813878, -1.976312, -3.577468], [2.058455, -2.248630, -5.776608], [0.826611, -1.105295, -6.302183], [2.355116, -0.556167, -5.505547], [0.740491, 1.336257, -2.902598], [0.675768, 2.356563, -4.026225], [1.795510, 1.243722, -2.554430], [0.232131, 1.844851, -2.048803], [1.260104, 3.244166, -3.709156], [1.024982, 2.044325, -5.024158], [-0.340980, 2.773596, -4.089135], [3.050339, 0.612788, -0.222895], [4.253924, 0.828906, 0.685965], [2.358620, 1.462039, -0.134493], [3.366846, 0.616197, -1.276930], [3.931883, 1.089424, 1.700778], [4.892532, -0.054356, 0.756571], [4.871218, 1.654573, 0.303085], [2.592414, -1.992392, -1.252531], [3.038669, -3.401069, -0.885740], [3.379177, -1.494473, -1.853721], [1.677657, -2.074028, -1.869492], [3.833064, -3.412968, -0.134336], [2.205518, -3.979594, -0.478434], [3.399032, -3.938388, -1.779380], [2.489362, -1.670980, 1.713466], [1.693148, -1.077968, 2.861938], [3.563186, -1.476998, 1.791302], [2.254737, -2.742191, 1.620014], [1.569547, -1.837291, 3.644664], [2.222819, -0.221270, 3.304094], [0.667729, -0.785739, 2.490230], [-1.452425, 3.424212, 2.414735], [-2.349050, 2.587571, 1.735512], [-1.840016, 1.485582, 1.023106], [-0.545079, 1.106260, 1.151499], [0.335429, 1.928820, 1.781827], [-0.094518, 3.118117, 2.377839], [-1.811910, 4.310793, 2.945644], [-3.429341, 2.745684, 1.733849], [-2.449704, 0.805059, 0.419131], [1.371192, 1.559626, 1.801907], [0.674239, 3.744434, 2.811607]], "forces_ev_per_a": [[1.2, 3.7, -2.2], [-1.4, -0.6, 1.0], [0.7, -0.3, -0.4], [0.5, -1.3, 1.5], [-0.8, 0.1, 0.7], [0.6, -1.5, -0.1], [0.0, 0.8, -0.1], [-2.1, 2.5, -1.7], [0.2, 1.9, -5.4], [1.0, -1.8, 1.2], [-2.0, 2.7, 0.4], [-0.2, -0.2, -0.9], [0.7, 0.6, 0.9], [0.4, 0.5, 0.6], [1.6, 0.5, 1.2], [-1.3, -3.5, -1.1], [-0.4, -0.4, -1.0], [-0.7, -0.4, -0.7], [-0.8, -0.2, -0.7], [0.0, -0.1, 0.3], [0.1, -0.4, 0.1], [0.2, 0.1, -0.2], [0.0, 0.1, 0.0], [-0.9, 0.1, 0.2], [-0.3, -0.1, 0.2], [-0.1, -0.3, 0.1], [-0.3, -0.4, 0.3], [3.5, -0.4, 0.1], [-0.9, -0.2, 1.9], [0.4, -0.2, -0.7], [0.1, -0.3, 0.2], [0.0, 0.5, 0.0], [0.3, 0.2, 0.2], [0.1, -0.2, 0.2], [0.2, 0.2, 0.1], [0.6, -1.7, 1.7], [0.1, 0.7, -0.8], [0.1, 0.2, 0.2], [-0.7, 0.2, -0.2], [-0.4, 0.3, 0.3], [0.2, 0.2, 0.4], [-0.4, 0.0, 0.0], [0.8, -0.2, 2.5], [-0.8, 0.5, -0.9], [-0.7, -0.2, -0.3], [0.3, -0.4, -0.2], [0.0, -0.7, -0.1], [-0.2, 0.0, 0.5], [0.2, -0.4, -0.4], [-0.6, 0.9, -0.2], [0.2, 0.0, 0.4], [0.2, 0.0, 0.0], [-0.2, -0.3, 0.3], [0.1, 0.0, -0.1], [0.0, 0.1, -0.1], [-0.3, -0.3, 0.1], [-0.5, -0.4, -0.4], [0.1, -0.5, 0.2], [-0.5, 0.0, 0.4], [0.7, -0.1, 0.3], [0.0, 0.0, -0.2], [0.4, 0.2, -0.1], [-0.1, 0.3, 0.3], [0.4, 0.1, -1.0], [-0.1, 0.1, 0.3], [0.0, -0.6, 0.4], [0.5, 0.3, -0.1], [-0.1, 0.3, -0.1], [-0.6, -0.1, -0.2], [0.7, 0.1, 1.1], [-0.3, -0.1, -0.2], [0.3, -0.7, -0.6], [0.0, 0.1, 1.0], [0.9, 0.1, -0.5], [-0.6, 0.0, 0.1], [0.7, -0.8, -0.3], [0.1, -0.3, -0.2], [0.4, 0.2, -0.1], [0.0, 0.5, 0.3], [-0.6, 0.5, 0.2], [-0.2, 0.1, 0.2]], "lowdin_charge": [0.32, 0.01, 0.06, -0.15, 0.06, 0.01, 0.02, 0.98, 1.14, -0.03, -0.24, -0.01, -0.02, -0.72, -0.14, -0.28, 1.00, 0.13, 0.15, 0.14, 0.13, 0.17, 0.17, 0.13, 0.12, 0.13, 0.09, 0.83, -0.38, -0.10, 0.09, 0.01, 0.10, 0.09, 0.08, -0.36, -0.10, 0.08, 0.04, 0.11, 0.08, 0.09, -0.39, -0.11, 0.05, 0.07, 0.11, 0.09, 0.09, -0.37, -0.10, 0.06, 0.08, 0.08, 0.09, 0.11, -0.37, -0.10, 0.12, -0.01, 0.09, 0.03, 0.11, -0.34, -0.12, 0.09, 0.07, 0.10, 0.10, 0.02, 0.02, 0.01, -0.10, -0.11, -0.10, 0.01, 0.15, 0.14, 0.10, 0.09, 0.13], "spin_multiplicity": 5, "total_charge": 4, "s_squared": 6.116, "energy_ha": -4629.4845}

***

{"formula": "C30H45CeN3O7P2", "method": "ωB97M-V/def2-TZVPD", "species": ["Ce", "C", "C", "C", "C", "C", "C", "H", "H", "H", "C", "H", "H", "H", "C", "H", "H", "H", "C", "H", "H", "H", "C", "H", "H", "H", "C", "C", "C", "C", "C", "C", "C", "C", "H", "H", "H", "H", "H", "H", "H", "H", "H", "H", "H", "H", "P", "P", "C", "C", "H", "H", "H", "H", "C", "H", "H", "H", "C", "H", "H", "H", "C", "H", "H", "H", "C", "H", "H", "H", "O", "N", "O", "C", "C", "C", "C", "O", "C", "C", "N", "O", "O", "N", "O", "O", "H", "H"], "xyz": [[-1.085546, 1.494942, 0.091757], [1.039965, 1.534344, 2.657069], [1.563552, 1.682247, 1.341979], [0.064127, 3.419888, 1.748099], [0.208576, 2.654429, 2.933446], [0.988506, 2.883869, 0.777338], [1.339831, 0.387659, 3.569212], [2.412426, 0.362113, 3.821203], [1.094248, -0.582496, 3.098016], [0.760672, 0.440958, 4.503136], [-0.439068, 3.000188, 4.224559], [-1.425451, 2.524527, 4.283608], [-0.561101, 4.090989, 4.315442], [0.154309, 2.677533, 5.088901], [-0.979376, 4.445834, 1.450735], [-1.322174, 4.942665, 2.364313], [-1.883728, 4.024395, 0.944901], [-0.593459, 5.249493, 0.805895], [1.176098, 3.401335, -0.596327], [1.423186, 4.478166, -0.618502], [0.212402, 3.375156, -1.176200], [1.950511, 2.844202, -1.139864], [2.716013, 0.943729, 0.759986], [3.629066, 1.559379, 0.780016], [2.566289, 0.663325, -0.286416], [2.923461, 0.016589, 1.306766], [0.503776, -3.560516, 0.111551], [1.586092, -3.733440, 0.902659], [2.976022, -3.295118, 0.560184], [3.465992, -3.477715, -0.933107], [3.565623, -2.247629, -1.769299], [2.548499, -1.384509, -1.905595], [1.276778, -1.515734, -1.135835], [0.522176, -2.850985, -1.223038], [3.676458, -3.879196, 1.181569], [2.877207, -4.266060, -1.429165], [3.111908, -2.251249, 0.858632], [0.879605, -3.443608, -2.067459], [-0.491233, -3.907781, 0.407363], [1.459573, -4.177510, 1.877517], [-0.521239, -2.596456, -1.402177], [1.445682, -1.248683, -0.082632], [2.641093, -0.491597, -2.528616], [0.596855, -0.712538, -1.495527], [4.490736, -3.854231, -0.827088], [4.527399, -2.079709, -2.247701], [-0.687305, -0.381796, -3.402382], [-0.691512, 2.540190, -3.047185], [-0.815167, 0.560748, -5.019810], [-1.343562, 1.944929, -4.718806], [-1.486170, 0.015484, -5.695823], [0.183703, 0.598215, -5.484726], [-1.008599, 2.657998, -5.482893], [-2.439967, 1.969445, -4.686813], [-1.175867, 4.289730, -3.404555], [-0.646171, 4.991201, -2.746326], [-2.259653, 4.370411, -3.251619], [-0.934026, 4.519815, -4.454633], [1.050040, 2.748995, -3.738303], [1.002573, 2.989072, -4.813084], [1.645148, 1.834208, -3.615097], [1.571356, 3.571134, -3.229779], [-2.411302, -1.026754, -3.379671], [-2.644285, -1.358901, -2.358990], [-2.498140, -1.873678, -4.076257], [-3.104074, -0.231736, -3.683196], [0.143206, -1.827578, -4.236042], [0.335147, -1.567993, -5.287164], [-0.506650, -2.713319, -4.189762], [1.104656, -2.052351, -3.759725], [-3.037535, -5.400140, 3.713476], [-2.858250, -4.515397, 4.586945], [-2.918860, -4.738431, 5.814495], [-2.575643, -3.179657, 4.091648], [-2.552603, -2.996471, 2.712946], [-2.250601, -1.745301, 2.166157], [-2.149262, -0.540794, 2.953181], [-2.000928, 0.597392, 2.363984], [-2.232210, -0.787689, 4.373365], [-2.358133, -2.066949, 4.926161], [-2.078996, 0.299915, 5.372402], [-2.866364, 1.264430, 5.379410], [-1.118023, 0.182967, 6.163380], [-1.941777, -1.552201, 0.784240], [-2.498599, -2.152534, -0.133058], [-0.926349, -0.743405, 0.540763], [-2.758972, -3.838746, 2.049018], [-2.332570, -2.195682, 6.002791]], "forces_ev_per_a": [[1.8, 0.9, 2.6], [-0.3, 0.7, -0.4], [-0.9, 0.9, -0.4], [0.5, -0.9, -0.8], [0.0, -0.7, -0.5], [-0.7, -0.9, 0.6], [0.1, -0.2, 0.3], [-0.3, -0.1, 0.0], [0.1, 0.3, 0.1], [0.3, 0.1, -0.3], [-0.3, 0.0, 0.2], [0.1, 0.3, 0.2], [-0.1, -0.4, 0.0], [-0.1, 0.0, -0.2], [0.5, 0.6, 0.1], [-0.2, -0.3, -0.2], [0.0, 0.1, 0.1], [-0.2, -0.3, 0.0], [0.0, 0.7, -0.1], [0.1, -0.4, 0.0], [0.6, 0.0, 0.2], [-0.3, 0.2, 0.1], [0.5, -0.3, -0.2], [-0.2, -0.2, 0.1], [0.0, 0.0, 0.1], [0.0, 0.2, -0.1], [0.9, -0.5, 0.4], [-1.3, 0.4, -0.9], [0.6, -0.4, -0.4], [0.4, -0.5, 1.1], [-0.8, 0.7, -0.3], [1.0, -0.2, 0.2], [-0.4, 0.9, 0.0], [-0.2, 0.4, 0.7], [-0.3, 0.3, -0.2], [0.2, 0.2, 0.2], [0.1, 0.0, 0.0], [-0.1, -0.1, 0.2], [0.4, -0.2, 0.2], [-0.1, -0.2, 0.1], [-0.1, -0.2, -0.4], [0.0, -0.3, -0.2], [0.2, -0.2, 0.1], [0.6, -0.6, 0.3], [-0.3, -0.2, -0.2], [-0.3, 0.1, -0.2], [-0.2, -0.8, -2.2], [0.2, 1.2, -2.7], [-0.1, -0.1, 0.5], [-0.4, 0.0, 0.5], [0.2, 0.0, 0.1], [-0.3, 0.0, 0.3], [-0.2, 0.0, 0.3], [0.1, 0.0, -0.1], [-0.2, 0.1, 0.4], [-0.3, -0.1, -0.1], [0.2, 0.3, -0.1], [-0.1, 0.0, 0.5], [0.2, -0.3, 0.6], [-0.2, -0.1, 0.5], [-0.1, 0.2, 0.0], [-0.2, -0.3, -0.1], [-0.2, 0.0, 0.3], [-0.2, 0.0, -0.4], [-0.1, 0.3, 0.2], [0.0, -0.2, 0.2], [0.4, -0.3, 0.4], [-0.1, -0.2, 0.4], [0.3, 0.2, 0.0], [-0.2, -0.1, -0.2], [0.4, 1.8, 1.8], [-0.6, -2.7, 0.7], [0.3, 1.1, -2.6], [0.1, 1.0, -1.0], [-0.1, -0.4, -0.5], [0.2, 0.4, 0.4], [0.3, 1.1, -0.6], [-0.6, -0.5, 0.9], [0.0, -0.7, 0.4], [-0.2, 0.6, -0.5], [0.6, 1.6, 1.1], [1.3, -2.3, -0.4], [-1.9, 0.0, -1.5], [0.6, -0.6, -1.1], [1.0, 1.1, 2.0], [-2.1, -2.1, -0.3], [0.2, 0.2, 0.3], [0.0, 0.0, -0.1]], "lowdin_charge": [1.41, -0.20, -0.25, -0.30, -0.20, -0.38, -0.01, 0.10, 0.09, 0.07, -0.01, 0.06, 0.09, 0.09, -0.03, 0.10, 0.07, 0.10, -0.09, 0.12, -0.04, 0.09, -0.02, 0.11, 0.06, 0.08, -0.10, -0.09, -0.17, -0.17, -0.09, -0.14, -0.28, -0.19, 0.11, 0.12, 0.10, 0.11, 0.09, 0.10, 0.07, 0.09, 0.10, -0.01, 0.11, 0.11, 0.87, 0.78, -0.43, -0.43, 0.09, 0.08, 0.08, 0.08, -0.28, 0.04, 0.05, 0.05, -0.24, 0.06, 0.04, 0.04, -0.25, 0.01, 0.06, 0.04, -0.23, 0.05, 0.05, 0.02, 0.06, -0.31, 0.09, -0.12, 0.11, -0.06, -0.23, -0.12, -0.03, 0.12, -0.30, 0.09, 0.08, -0.19, 0.13, -0.22, 0.14, 0.15], "spin_multiplicity": 2, "total_charge": 1, "s_squared": 0.752, "energy_ha": -3018.3313}